141
Properties=species:S:1:pos:R:3:forces:R:3:lowdin_charge:R:1 method="wB97M-V/def2-TZVPD" total_energy_ha=-5319.057537 gap_ev=6.07 charge=-1 lumo_ev=2.0818 largest_force_ev_per_a=4.36
C -0.08311 2.25140 2.42032 0.0 1.0 -0.2 -0.1581
C -0.53053 2.98593 1.00392 1.4 -0.4 -0.3 -0.2628
C -0.59041 1.88033 -0.20447 0.4 -0.7 0.4 -0.1919
C -1.69613 0.65542 0.07009 1.9 1.8 -0.4 -0.2605
O -1.76964 -0.09446 -1.19343 -0.9 1.7 3.5 -0.3976
P -3.13065 -1.17816 -1.24989 0.9 0.5 -4.2 0.5169
C -4.50697 0.18009 -1.49228 -1.4 0.3 0.0 -0.2691
C -4.35795 0.99947 -2.90832 -0.8 1.0 0.3 -0.2940
C -3.31777 2.28519 -2.83267 -0.5 -0.2 -0.4 -0.1601
O -3.35334 -1.38599 0.47441 -0.8 -4.1 -0.3 -0.2602
C -3.57999 -2.86647 0.56070 -0.1 -1.9 0.4 -0.2275
C -3.84330 -3.42162 2.10740 -0.2 1.9 -1.1 -0.1134
O -2.67622 -2.99385 2.91725 0.8 -2.3 -0.6 -0.1730
C -1.60973 -4.01222 2.91018 0.1 -0.2 0.4 -0.2021
O -0.29601 -3.36800 3.17582 -0.7 -1.6 -0.6 -0.1775
C 0.81060 -4.14002 2.58796 0.6 -0.2 -0.7 -0.1773
C 2.28840 -3.82654 3.28742 -0.5 -0.3 0.1 -0.1916
O 2.83221 -2.49870 2.88151 -0.7 -0.6 2.5 -0.1472
C -4.69763 -3.30542 -0.60384 0.4 2.1 -2.1 -0.3534
C -4.33386 -4.73166 -1.38936 -0.5 0.6 0.8 -0.0784
C -4.65771 -6.07145 -0.50302 0.5 0.0 -0.5 -0.2205
O -3.44520 -6.94632 -0.44336 -0.4 1.2 1.5 -0.1659
C -6.27929 -2.94265 -0.33320 -0.3 -0.8 0.0 -0.1305
C -7.06245 -3.97597 0.66919 -1.1 0.8 -0.1 -0.2784
C -8.39906 -3.17253 1.26172 0.3 -1.5 -1.5 -0.5644
Br -7.87649 -2.18809 2.96525 -0.6 -0.7 -1.4 0.4903
O -4.37036 -2.32615 -1.69353 -0.4 -2.3 2.6 -0.4068
H -0.99212 1.68309 2.89344 2.0 0.9 -0.9 0.0721
H 0.26160 3.11739 3.14013 -0.8 -1.8 -1.1 0.0609
H 0.87600 1.55717 2.26639 -2.3 1.3 0.2 0.0845
H 0.37228 3.71954 0.73705 -2.0 -1.4 0.5 0.0953
H -1.50343 3.64527 1.10236 1.9 -1.5 -0.1 0.1081
H -0.71964 2.38648 -1.25155 0.0 -1.0 2.0 0.0892
H 0.46263 1.32048 -0.23132 -2.1 1.3 0.0 0.1051
H -2.69517 1.19715 0.37916 1.7 -1.4 -0.5 0.1140
H -1.21952 0.03146 0.96952 -1.4 1.1 -1.9 0.1259
H -2.92202 -1.09111 -2.70132 -0.2 0.0 0.3 0.0151
H -2.09024 -2.20735 -1.36232 -0.6 -0.3 0.9 0.0344
H -4.64311 0.86202 -0.55081 0.2 -0.7 -1.9 0.0729
H -5.51715 -0.44928 -1.58449 2.2 1.5 0.3 0.0765
H -5.42913 1.47955 -3.12595 2.1 -0.9 0.4 0.0901
H -4.15245 0.29645 -3.84913 -0.1 1.4 2.3 0.1016
H -2.18878 1.97414 -2.80867 -2.3 0.5 0.1 0.0580
H -3.49928 2.92618 -3.79782 0.4 -1.0 1.7 0.0550
H -3.59381 2.96030 -1.89641 0.7 -1.5 -1.9 0.0856
H -2.67161 -3.56832 0.24020 -1.3 2.1 0.4 0.1250
H -3.96051 -4.58633 2.15829 0.0 2.1 -0.2 0.1199
H -4.78092 -2.82677 2.49985 1.9 -1.5 -0.3 0.1141
H -1.55225 -4.58229 1.88945 -0.2 1.1 1.7 0.1278
H -1.81102 -4.79000 3.79233 0.4 1.5 -1.7 0.1537
H 0.85201 -3.84541 1.43463 0.2 -0.7 2.4 0.1539
H 0.61915 -5.31330 2.66546 0.4 2.4 0.0 0.1326
H 2.23672 -3.88479 4.47873 -0.1 0.0 -2.6 0.1357
H 3.03914 -4.66494 2.89328 -1.7 1.8 0.8 0.1136
H 2.83981 -1.90833 3.71397 -0.2 -1.5 -2.1 0.1123
H -3.18336 -4.62964 -1.68060 -2.5 -0.4 0.8 0.1364
H -4.94139 -4.72955 -2.39120 1.1 0.0 2.0 0.1210
H -4.93156 -5.81419 0.60513 0.1 -0.4 -2.2 0.0927
H -5.51078 -6.71498 -1.03520 1.9 1.4 1.4 0.1286
H -2.90789 -6.66128 0.36254 -1.2 -0.4 -1.8 0.0879
H -6.45786 -1.84005 0.05919 0.9 -2.2 -0.7 0.1219
H -6.81376 -2.97867 -1.39941 1.2 0.0 2.3 0.1375
H -7.46231 -4.90403 0.03437 1.0 1.8 1.6 0.1192
H -6.44352 -4.30175 1.60792 -1.1 0.4 -2.0 0.0766
H -9.24590 -3.95522 1.48930 1.6 1.9 -0.1 0.0688
H -8.74408 -2.41568 0.43604 0.6 -1.3 2.0 0.0776
C 3.57312 0.38355 -1.74769 -0.1 0.0 0.2 -0.0771
C 3.20640 1.22332 -2.96091 -0.1 0.0 0.2 -0.2727
O 2.59509 2.46703 -2.62668 0.0 0.1 0.0 -0.1675
C 3.37004 3.36106 -1.83089 0.0 -0.2 -0.1 -0.2789
C 4.67898 3.77161 -2.48371 0.0 0.0 -0.1 -0.0802
H 2.68448 0.18584 -1.13597 0.1 0.0 -0.2 0.0784
H 4.00501 -0.57241 -2.06164 -0.1 0.1 0.0 0.0761
H 4.30316 0.88550 -1.10986 0.1 0.0 -0.1 0.0619
H 2.48051 0.66917 -3.56407 -0.1 0.3 0.1 0.1218
H 4.07634 1.38997 -3.60260 0.1 0.0 0.0 0.0998
H 3.54077 2.93090 -0.83852 0.1 0.0 0.0 0.1073
H 2.75624 4.25628 -1.67761 0.0 -0.3 -0.1 0.0982
H 5.33689 2.91676 -2.65539 0.0 0.1 0.1 0.0668
H 5.21349 4.48532 -1.84912 -0.1 -0.1 -0.1 0.0778
H 4.49100 4.24008 -3.45606 0.0 0.0 0.2 0.0725
C 8.45451 7.29833 -3.90931 -0.1 0.1 0.0 -0.0840
C 8.35062 5.79568 -4.11636 -0.2 0.1 0.0 -0.2755
O 7.03274 5.35651 -4.43657 0.0 0.0 0.0 -0.1734
C 6.45716 5.89221 -5.62604 0.1 -0.1 0.1 -0.2756
C 7.25349 5.57284 -6.87981 0.1 -0.1 -0.1 -0.0836
H 7.77228 7.62348 -3.11446 0.1 -0.1 -0.1 0.0835
H 9.47683 7.57560 -3.63195 -0.1 -0.1 0.0 0.0760
H 8.19199 7.85346 -4.81189 0.1 0.0 0.0 0.0630
H 8.63093 5.29355 -3.18519 -0.2 -0.1 -0.1 0.1188
H 9.05859 5.45252 -4.87620 0.0 0.1 -0.1 0.1030
H 6.30490 6.97118 -5.51827 0.1 0.0 -0.1 0.1056
H 5.45948 5.44764 -5.71900 0.2 0.0 0.2 0.1172
H 8.25891 5.99835 -6.84594 -0.1 0.1 0.0 0.0628
H 6.74826 5.97356 -7.76409 0.0 -0.1 0.1 0.0773
H 7.36088 4.48908 -6.99897 -0.1 0.1 0.0 0.0837
C 0.53983 5.66877 -3.12843 0.1 0.0 0.2 -0.0722
C -0.97928 5.72757 -3.10734 0.1 -0.1 0.1 -0.2674
O -1.52266 5.89970 -1.80069 0.0 0.1 0.1 -0.1645
C -1.13877 7.08369 -1.10505 -0.1 -0.2 -0.2 -0.2806
C -1.53162 8.36227 -1.82544 -0.1 0.1 -0.1 -0.0888
H 0.90056 4.85532 -2.48723 -0.2 0.1 -0.2 0.0618
H 0.90116 5.50066 -4.14829 -0.1 0.0 0.1 0.0822
H 0.98887 6.59479 -2.76430 0.0 0.1 -0.1 0.0640
H -1.37186 4.77947 -3.48784 -0.1 0.1 0.3 0.1119
H -1.35302 6.50666 -3.77791 0.0 0.1 0.0 0.1019
H -0.06502 7.06395 -0.89141 0.0 0.1 -0.1 0.1037
H -1.64704 7.05533 -0.13422 0.0 -0.2 -0.2 0.1186
H -1.04756 8.44813 -2.80084 0.1 0.0 0.1 0.0618
H -1.24823 9.23653 -1.23116 0.0 -0.1 0.0 0.0730
H -2.61382 8.38929 -1.99390 0.1 0.0 0.1 0.0813
C 6.13123 -8.18445 -0.06031 0.0 -0.2 0.0 -0.0855
C 5.44148 -6.86071 0.22876 -0.1 -0.1 0.0 -0.2748
O 4.37408 -6.96983 1.16737 -0.1 0.0 0.0 -0.1669
C 4.71721 -7.45127 2.46490 0.0 0.1 -0.1 -0.2824
C 5.73517 -6.58145 3.18270 0.1 0.2 0.0 -0.0822
H 5.40800 -8.91966 -0.43364 0.1 0.2 0.0 0.0828
H 6.91664 -8.04958 -0.81125 -0.1 0.0 0.1 0.0764
H 6.59400 -8.60692 0.83361 0.1 0.0 0.0 0.0617
H 5.00429 -6.48316 -0.70082 -0.2 0.0 0.3 0.1210
H 6.16026 -6.10562 0.55969 0.1 0.0 0.0 0.1051
H 5.05776 -8.49014 2.40359 0.1 0.0 0.0 0.1032
H 3.78994 -7.46460 3.04941 0.0 0.1 -0.3 0.1163
H 6.68582 -6.53627 2.64670 0.0 -0.1 0.1 0.0652
H 5.93243 -6.97445 4.18492 0.0 0.0 -0.1 0.0774
H 5.36324 -5.55518 3.27600 0.0 -0.1 0.0 0.0727
C -2.42680 -1.30666 5.68132 0.0 0.1 -0.2 -0.0792
C -2.15514 -0.14325 6.62169 -0.1 -0.1 -0.2 -0.2794
O -2.77882 1.07259 6.21551 0.0 0.2 0.1 -0.1654
C -4.20129 1.05421 6.11866 0.1 0.0 0.0 -0.2749
C -4.89215 0.72023 7.42985 0.0 0.0 0.2 -0.0890
H -2.09458 -1.06311 4.66482 -0.1 -0.1 0.2 0.0819
H -1.89712 -2.20305 6.02023 0.0 0.1 -0.1 0.0793
H -3.49008 -1.54817 5.62795 0.0 -0.1 0.0 0.0667
H -1.07769 0.04795 6.64025 -0.2 0.2 -0.1 0.1156
H -2.44150 -0.39063 7.64791 -0.1 0.0 0.1 0.0981
H -4.51601 0.37323 5.32104 0.0 -0.1 0.1 0.1082
H -4.50691 2.05907 5.80483 0.3 -0.1 0.0 0.1185
H -4.62883 -0.27708 7.78917 -0.1 0.0 -0.1 0.0621
H -5.97912 0.75765 7.30777 0.1 0.0 0.0 0.0743
H -4.60240 1.43518 8.20777 -0.1 -0.1 -0.1 0.0778

38
Properties=species:S:1:pos:R:3:forces:R:3:nbo_charge:R:1 method="wB97M-V/def2-TZVPD" total_energy_ha=-1597.270961 gap_ev=5.74 relative_energy_kcal_mol=0.0 charge=-1 lumo_ev=2.7853 largest_force_ev_per_a=0.04
Tl 0.21990 3.01902 2.75888 0.0 0.0 0.0 0.4855
C 4.04748 -1.13361 -0.24284 0.0 0.0 0.0 -1.1168
Si 2.27593 -1.20130 -0.85198 0.0 0.0 0.0 1.6639
C 2.01478 -0.03261 -2.29396 0.0 0.0 0.0 -1.1221
C 2.01624 -2.95642 -1.49942 0.0 0.0 0.0 -1.1182
C 1.00125 -0.91460 0.48983 0.0 0.0 0.0 -0.5594
C 0.04095 -1.87265 0.77126 0.0 0.0 0.0 -0.1310
C -0.96676 -1.63549 1.70384 0.0 0.0 0.0 -0.3224
C -0.96486 -0.40979 2.33369 0.0 0.0 0.0 0.0716
N -0.04714 0.52557 2.10950 0.0 0.0 0.0 -0.5440
C 0.92682 0.31487 1.20227 0.0 0.0 0.0 0.1167
S 2.04005 1.61438 0.92844 0.0 0.0 0.0 -0.4031
H 4.72123 -1.44529 -1.04675 0.0 0.0 0.0 0.2171
H 4.19556 -1.80817 0.60360 0.0 0.0 0.0 0.2292
H 4.31125 -0.12670 0.07738 0.0 0.0 0.0 0.2614
H 2.73258 -0.22263 -3.09666 0.0 0.0 0.0 0.2206
H 2.12711 0.99725 -1.95555 0.0 0.0 0.0 0.2632
H 1.00818 -0.15098 -2.70407 0.0 0.0 0.0 0.2288
H 2.75366 -3.16687 -2.27897 0.0 0.0 0.0 0.2256
H 1.02479 -3.10322 -1.93410 0.0 0.0 0.0 0.2281
H 2.15182 -3.69730 -0.70728 0.0 0.0 0.0 0.2262
H 0.05689 -2.82142 0.24483 0.0 0.0 0.0 0.2001
H -1.74144 -2.36221 1.90624 0.0 0.0 0.0 0.2091
H -1.73552 -0.15103 3.05385 0.0 0.0 0.0 0.1868
F -3.99639 -1.04666 -0.91024 0.0 0.0 0.0 -0.3589
C -3.33414 0.08048 -0.50131 0.0 0.0 0.0 0.3280
C -3.90251 0.88593 0.46014 0.0 0.0 0.0 -0.2860
C -3.21723 2.02033 0.87682 0.0 0.0 0.0 -0.2499
C -1.96387 2.37890 0.34845 0.0 0.0 0.0 -0.0075
C -1.22077 3.53098 0.84057 0.0 0.0 0.0 -0.8720
C -1.43732 1.51965 -0.63604 0.0 0.0 0.0 -0.2275
C -2.10564 0.38097 -1.05397 0.0 0.0 0.0 -0.2758
H -4.86671 0.62441 0.87895 0.0 0.0 0.0 0.2086
H -3.66212 2.65205 1.63881 0.0 0.0 0.0 0.1960
H -1.86456 4.32842 1.21631 0.0 0.0 0.0 0.1902
H -0.50162 3.91971 0.11939 0.0 0.0 0.0 0.2057
H -0.46276 1.74638 -1.05353 0.0 0.0 0.0 0.2187
H -1.67512 -0.28036 -1.79638 0.0 0.0 0.0 0.2139

9
Properties=species:S:1:pos:R:3:forces:R:3:nbo_charge:R:1 method="wB97M-V/def2-TZVPD" total_energy_ha=-909.903081 gap_ev="7.03 / 7.07" relative_energy_kcal_mol=63.9 lumo_ev="-1.7414 / -1.5410" largest_force_ev_per_a=2.30
C 1.34397 -0.38353 0.35781 1.2 1.1 0.7 -0.8178
N -1.53279 -0.59394 -0.43802 1.2 0.4 -0.3 -0.9563
O -1.61824 1.97258 0.11197 1.7 -0.4 0.7 -0.9964
P -0.65487 0.87671 -0.20796 -0.1 -2.2 -0.7 1.6783
S -2.75657 -1.17834 0.25973 -0.4 0.0 0.4 0.5225
H 2.24382 0.29165 0.22200 -1.4 -0.3 -0.8 0.2108
H 1.61293 -0.66160 1.39049 -1.4 0.2 0.2 0.2105
H 1.50881 -1.34557 -0.18846 -1.0 1.1 -0.3 0.2252
H -0.14706 1.02204 -1.50755 0.1 0.1 0.1 -0.0768